Density functional theory data (ωB97M-V/def2-TZVPD) for 12 unconnected molecules or ions with the total composition C75H87BNO5.

Output
Kohn-Sham gap   0.139 Eh
Net charge   -1
Spin multiplicity   1
LUMO energy   1.74 eV
DFT total energy   -3365.69128 Ha

Last column: Löwdin charge in e.
Atoms and positions in Å:
N1 3.98 0.74 2.40  0.100
B1 3.06 -0.32 1.83  -0.560
O1 2.59 -0.11 0.42  -0.044
C1 2.49 -1.65 2.61  -0.197
C2 3.10 -3.06 1.99  -0.267
C3 4.51 -3.54 2.68  -0.208
C4 5.54 -3.91 1.43  -0.203
C5 6.56 -5.16 1.76  -0.270
O2 7.74 -4.68 2.50  -0.160
C6 0.88 -1.72 2.15  -0.272
O3 0.07 -2.58 3.02  -0.166
C7 -1.15 -3.02 2.32  -0.232
O4 -2.31 -2.49 3.04  -0.166
C8 -3.53 -2.51 2.21  -0.186
C9 -4.04 -4.01 1.79  -0.224
O5 -5.46 -3.96 1.37  -0.156
H1 4.64 0.98 1.62  0.044
H2 4.52 0.41 3.24  0.064
H3 3.33 -0.30 -0.23  0.089
H4 3.16 -2.93 0.82  0.084
H5 2.30 -3.90 2.25  0.109
H6 4.95 -2.74 3.42  0.102
H7 4.32 -4.52 3.34  0.107
H8 6.10 -2.92 1.14  0.113
H9 4.85 -4.28 0.52  0.107
H10 5.98 -6.04 2.28  0.123
H11 6.94 -5.56 0.70  0.111
H12 8.38 -4.31 1.80  0.099
H13 0.43 -0.64 1.99  0.118
H14 0.90 -2.22 1.07  0.104
H15 -1.24 -2.66 1.21  0.130
H16 -1.14 -4.20 2.29  0.143
H17 -3.40 -1.88 1.21  0.122
H18 -4.39 -2.04 2.87  0.145
H19 -3.87 -4.79 2.68  0.137
H20 -3.34 -4.39 0.91  0.122
H21 -5.61 -4.74 0.73  0.106
C10 7.50 5.44 2.97  -0.101
C11 8.20 5.11 1.81  -0.115
C12 7.78 4.03 1.03  -0.123
C13 6.67 3.28 1.41  -0.090
C14 5.98 3.61 2.58  -0.083
C15 6.40 4.69 3.36  -0.089
H22 7.83 6.28 3.58  0.099
H23 9.06 5.70 1.50  0.101
H24 8.33 3.77 0.13  0.104
H25 6.35 2.44 0.81  0.098
H26 5.11 3.03 2.88  0.085
H27 5.86 4.94 4.27  0.084
C16 -4.38 -2.23 -3.27  -0.088
C17 -4.74 -2.53 -1.95  -0.084
C18 -4.96 -1.50 -1.04  -0.087
C19 -4.84 -0.17 -1.45  -0.100
C20 -4.49 0.13 -2.76  -0.108
C21 -4.25 -0.90 -3.67  -0.082
H28 -4.20 -3.03 -3.98  0.080
H29 -4.84 -3.56 -1.64  0.091
H30 -5.24 -1.73 -0.01  0.084
H31 -5.02 0.64 -0.74  0.087
H32 -4.40 1.17 -3.08  0.093
H33 -3.97 -0.67 -4.69  0.102
C22 -5.99 -5.57 -6.98  -0.086
C23 -5.18 -5.86 -8.07  -0.094
C24 -3.80 -6.01 -7.91  -0.093
C25 -3.24 -5.88 -6.64  -0.087
C26 -4.05 -5.59 -5.54  -0.126
C27 -5.42 -5.43 -5.71  -0.102
H34 -7.06 -5.44 -7.11  0.083
H35 -5.62 -5.96 -9.06  0.092
H36 -3.17 -6.23 -8.76  0.099
H37 -2.16 -6.00 -6.51  0.105
H38 -3.61 -5.50 -4.55  0.101
H39 -6.05 -5.20 -4.85  0.104
C28 3.74 6.99 -2.19  -0.104
C29 3.06 6.75 -1.00  -0.106
C30 3.75 6.33 0.14  -0.080
C31 5.14 6.17 0.08  -0.079
C32 5.82 6.41 -1.11  -0.090
C33 5.13 6.82 -2.24  -0.103
H40 3.20 7.31 -3.07  0.096
H41 1.98 6.89 -0.95  0.095
H42 3.22 6.14 1.06  0.103
H43 5.68 5.85 0.97  0.069
H44 6.90 6.28 -1.15  0.096
H45 5.66 7.00 -3.17  0.095
C34 -0.61 1.49 -0.85  -0.061
C35 -1.90 1.68 -1.35  -0.081
C36 -2.25 2.90 -1.92  -0.131
C37 -1.31 3.93 -2.01  -0.111
C38 -0.02 3.74 -1.52  -0.093
C39 0.33 2.52 -0.93  -0.073
H46 -0.34 0.54 -0.40  0.101
H47 -2.63 0.88 -1.28  0.070
H48 -3.26 3.06 -2.30  0.088
H49 -1.58 4.88 -2.46  0.096
H50 0.71 4.54 -1.59  0.085
H51 1.33 2.37 -0.54  0.100
C40 -6.58 3.76 1.30  -0.094
C41 -6.55 4.80 2.23  -0.098
C42 -5.42 5.62 2.31  -0.119
C43 -4.33 5.40 1.47  -0.087
C44 -4.37 4.36 0.54  -0.073
C45 -5.50 3.54 0.46  -0.085
H52 -7.46 3.12 1.23  0.099
H53 -7.40 4.97 2.88  0.098
H54 -5.39 6.42 3.04  0.089
H55 -3.46 6.04 1.53  0.106
H56 -3.53 4.19 -0.13  0.077
H57 -5.52 2.73 -0.27  0.080
C46 10.71 1.28 0.89  -0.091
C47 10.75 2.32 1.82  -0.099
C48 11.88 3.14 1.90  -0.096
C49 12.96 2.92 1.06  -0.104
C50 12.92 1.88 0.13  -0.105
C51 11.80 1.06 0.05  -0.099
H58 9.84 0.64 0.82  0.103
H59 9.90 2.49 2.47  0.100
H60 11.91 3.94 2.63  0.099
H61 13.84 3.56 1.12  0.096
H62 13.77 1.71 -0.54  0.096
H63 11.77 0.25 -0.68  0.098
C52 -9.65 -5.30 -8.59  -0.106
C53 -8.95 -5.63 -9.76  -0.103
C54 -9.37 -6.71 -10.53  -0.096
C55 -10.48 -7.46 -10.15  -0.098
C56 -11.17 -7.13 -8.98  -0.098
C57 -10.75 -6.05 -8.20  -0.094
H64 -9.32 -4.46 -7.98  0.100
H65 -8.09 -5.04 -10.06  0.099
H66 -8.82 -6.97 -11.44  0.099
H67 -10.80 -8.30 -10.75  0.099
H68 -12.04 -7.71 -8.69  0.100
H69 -11.29 -5.80 -7.29  0.101
C58 4.33 6.41 6.43  -0.108
C59 4.77 6.77 7.70  -0.103
C60 4.40 6.01 8.81  -0.103
C61 3.59 4.89 8.65  -0.097
C62 3.15 4.52 7.38  -0.090
C63 3.52 5.28 6.27  -0.098
H70 4.62 7.00 5.57  0.098
H71 5.41 7.64 7.83  0.097
H72 4.74 6.30 9.81  0.096
H73 3.31 4.29 9.52  0.100
H74 2.52 3.64 7.26  0.106
H75 3.17 5.00 5.28  0.103
C64 -3.51 5.06 5.12  -0.093
C65 -4.26 6.06 5.75  -0.106
C66 -3.68 6.82 6.77  -0.104
C67 -2.36 6.58 7.16  -0.102
C68 -1.62 5.58 6.53  -0.094
C69 -2.20 4.82 5.51  -0.081
H76 -3.96 4.47 4.32  0.093
H77 -5.28 6.25 5.44  0.091
H78 -4.26 7.59 7.27  0.095
H79 -1.92 7.17 7.95  0.097
H80 -0.59 5.39 6.83  0.097
H81 -1.62 4.04 5.02  0.107
C70 -3.70 -10.99 -3.50  -0.101
C71 -4.16 -9.97 -4.33  -0.093
C72 -4.31 -8.68 -3.84  -0.089
C73 -3.98 -8.40 -2.51  -0.092
C74 -3.51 -9.41 -1.68  -0.096
C75 -3.37 -10.71 -2.17  -0.100
H82 -3.58 -12.00 -3.88  0.097
H83 -4.41 -10.19 -5.37  0.100
H84 -4.68 -7.89 -4.48  0.076
H85 -4.09 -7.39 -2.12  0.096
H86 -3.25 -9.19 -0.64  0.101
H87 -3.01 -11.50 -1.52  0.098

=====

Density functional theory data (ωB97M-V/def2-TZVPD) for a molecular structure, C22H25ClNO5Tb.

Output
Kohn-Sham gap (spin up / spin down)   0.298 / 0.307 Eh
Net charge   0
Spin multiplicity   7
LUMO energy (spin up / spin down)   -0.55 / -0.28 eV
DFT total energy   -2568.56417 Ha

Last column: Löwdin spin population.
Atoms and positions in Å:
C1 2.18 0.08 2.71  -0.013
C2 2.23 -0.63 1.48  -0.013
C3 1.86 0.27 0.45  -0.011
H1 2.47 -1.67 1.36  0.000
C4 1.63 1.53 1.03  -0.018
C5 1.83 1.41 2.42  -0.014
H2 1.29 2.41 0.52  0.000
C6 -1.30 -1.53 3.08  -0.020
C7 -0.20 -2.25 2.57  -0.011
C8 -0.30 -2.25 1.16  -0.011
H3 0.59 -2.69 3.15  0.000
C9 -1.45 -1.53 0.78  -0.014
C10 -2.06 -1.09 1.98  -0.014
H4 1.80 0.04 -0.60  0.000
H5 1.66 2.19 3.14  0.000
H6 2.40 -0.33 3.68  0.000
H7 -2.95 -0.48 2.05  0.000
H8 0.41 -2.70 0.49  0.000
H9 -1.50 -1.32 4.11  -0.001
Tb1 0.00 0.00 1.85  6.164
C11 -1.98 -1.32 -0.63  0.000
C12 -3.48 -1.59 -0.61  0.000
C13 -1.29 -2.27 -1.61  0.000
H10 -3.68 -2.60 -0.25  0.000
H11 -3.90 -1.48 -1.60  0.000
H12 -4.00 -0.90 0.06  0.000
H13 -1.48 -3.31 -1.34  0.000
H14 -0.22 -2.11 -1.62  0.000
H15 -1.67 -2.11 -2.61  0.000
C14 -1.68 0.14 -1.01  -0.005
C15 -2.22 0.66 -2.32  0.000
H16 -0.59 0.28 -1.01  -0.001
H17 -2.04 0.80 -0.22  -0.003
O1 -3.12 0.14 -2.97  -0.001
N1 -1.62 1.80 -2.77  0.000
C16 -0.43 2.43 -2.24  0.000
H18 -1.94 2.10 -3.67  0.000
C17 0.89 1.85 -2.70  0.000
C18 2.07 2.48 -2.30  0.000
H19 2.02 3.35 -1.66  0.000
C19 3.30 1.99 -2.71  0.000
H20 4.21 2.48 -2.39  0.000
C20 3.37 0.85 -3.51  0.000
H21 4.33 0.47 -3.83  0.000
C21 2.20 0.22 -3.90  0.000
H22 2.24 -0.66 -4.53  0.000
C22 0.97 0.72 -3.50  0.000
H23 0.06 0.23 -3.82  0.000
H24 -0.46 2.41 -1.15  0.000
H25 -0.47 3.49 -2.51  0.000
O2 0.31 -1.40 6.04  -0.003
Cl1 0.00 0.00 5.53  -0.002
O3 -1.37 0.44 6.04  -0.003
O4 1.06 0.97 6.03  0.001
O5 0.00 0.00 3.85  -0.006